(1)
Computed, not measured: 2 unconnected molecules or ions with the total composition Cl2O2P, with ωB97M-V/def2-TZVPD.

XYZ file:
```
5
Properties=species:S:1:pos:R:3:nbo_charge:R:1
O 0.184 0.215 1.602 -1.105
O 2.088 0.409 -1.061 -0.683
P -0.001 0.073 0.159 1.542
Cl -1.557 1.172 -0.480 -0.350
Cl -0.715 -1.869 -0.220 -0.403
```

* LUMO (alpha / beta): 3.04 / 3.24 eV
* E_tot: -38428.779 eV
* total charge: -1
* HOMO-LUMO gap (alpha / beta): 0.2772 / 0.2810 Eh

(2)
Computed, not measured: a molecular structure, C19H19F4IN2O2Pb, with ωB97M-V/def2-TZVPD.

XYZ file:
```
48
Properties=species:S:1:pos:R:3:nbo_charge:R:1
Pb -0.419 -0.475 0.358 1.650
C 1.900 2.043 1.235 -0.639
C 2.390 0.659 1.609 -0.232
N 2.058 -0.388 0.601 -0.551
C 2.736 -0.118 -0.700 -0.246
C 1.738 0.253 -1.785 -0.652
C 2.369 -1.712 1.172 -0.240
C 2.108 -2.881 0.229 -0.291
N 0.810 -2.756 -0.393 -0.453
C 0.356 -3.672 -1.241 0.031
C -0.886 -3.404 -1.895 0.331
F -1.489 -2.231 -1.617 -0.311
C -1.460 -4.266 -2.789 0.346
F -2.610 -3.949 -3.363 -0.269
C -0.837 -5.473 -3.101 -0.232
C 0.373 -5.777 -2.498 0.335
F 0.980 -6.915 -2.785 -0.264
C 0.967 -4.915 -1.597 0.384
F 2.122 -5.259 -1.049 -0.279
H 2.197 2.751 2.008 0.251
H 0.816 2.107 1.152 0.217
H 2.326 2.396 0.296 0.225
H 1.951 0.345 2.560 0.206
H 3.476 0.669 1.752 0.213
H 3.319 -0.989 -0.995 0.218
H 3.449 0.695 -0.559 0.227
H 1.054 -0.578 -1.999 0.200
H 2.244 0.476 -2.724 0.271
H 1.172 1.152 -1.516 0.231
H 1.763 -1.824 2.079 0.208
H 3.414 -1.745 1.497 0.232
H 2.189 -3.802 0.814 0.251
H 2.881 -2.948 -0.543 0.228
H -1.287 -6.158 -3.806 0.280
I -5.921 6.510 2.779 0.681
C -4.473 5.303 2.067 -0.161
C -3.297 5.861 1.515 -0.186
C -2.326 5.029 1.023 -0.161
C -2.500 3.639 1.080 0.020
C -3.657 3.082 1.630 -0.178
C -4.644 3.900 2.119 -0.177
C -1.404 2.747 0.495 0.753
O -0.539 3.270 -0.182 -0.598
O -1.498 1.500 0.799 -0.908
H -3.180 6.936 1.482 0.255
H -1.419 5.414 0.576 0.273
H -3.760 2.007 1.661 0.256
H -5.550 3.491 2.545 0.251
```

* LUMO (alpha / beta): -7.62 / -9.65 eV
* E_tot: -51287.156 eV
* total charge: +2
* HOMO-LUMO gap (alpha / beta): 0.2585 / 0.1663 Eh

(3)
Computed, not measured: a molecular structure, C22H28ClN5O2Tl, with ωB97M-V/def2-TZVPD.

XYZ file:
```
59
Properties=species:S:1:pos:R:3:mulliken_charge:R:1
Tl -0.153 -0.010 0.232 1.297
Cl 1.780 -0.168 -1.331 -0.534
N 0.075 2.336 -0.009 0.120
N -0.156 -2.350 0.361 -0.249
C -0.913 3.054 -0.465 0.605
C -0.896 -3.060 -0.441 0.738
C 1.164 3.216 0.435 1.286
C 0.453 4.571 0.479 -0.840
C 2.280 3.215 -0.590 -1.437
C 1.690 2.754 1.784 -1.710
H 1.924 3.661 -1.528 0.359
H 2.604 2.188 -0.789 0.115
H 3.114 3.813 -0.204 0.463
H 0.878 2.728 2.514 0.345
H 2.459 3.456 2.117 0.505
H 2.133 1.756 1.699 0.222
C 0.831 -3.215 1.031 1.503
C 0.559 -4.572 0.379 -0.790
C 0.557 -3.213 2.529 -1.706
C 2.251 -2.756 0.769 -1.855
H 2.430 -2.674 -0.307 0.432
H 2.937 -3.492 1.206 0.472
H 2.440 -1.779 1.224 0.265
H -0.470 -3.546 2.714 0.395
H 0.689 -2.206 2.941 0.257
H 1.254 -3.898 3.022 0.441
O -0.569 -4.343 -0.534 -0.417
H 0.263 -5.352 1.096 0.302
H 1.398 -4.932 -0.234 0.345
O -0.790 4.365 -0.300 -0.464
H 1.003 5.399 0.013 0.298
H 0.157 4.844 1.505 0.352
C -2.121 2.477 -1.132 -1.691
C -2.053 -2.538 -1.229 -1.498
C -1.696 -1.253 -1.918 0.729
H -2.864 -2.361 -0.505 0.306
H -2.374 -3.320 -1.926 0.331
C -1.800 -0.030 -1.195 0.251
C -1.749 1.221 -1.874 0.258
H -2.024 -0.056 -0.008 -0.309
C -1.249 1.245 -3.171 1.457
C -0.951 0.034 -3.807 -1.389
C -0.921 2.553 -3.839 -1.861
C -1.191 -1.210 -3.215 1.236
H -0.483 0.063 -4.799 0.147
C -0.806 -2.482 -3.919 -1.936
H -0.474 -2.253 -4.938 0.424
H -1.634 -3.200 -3.972 0.317
H 0.031 -2.966 -3.393 0.256
H -1.747 3.273 -3.786 0.313
H -0.675 2.376 -4.893 0.458
H -0.038 3.013 -3.367 0.201
H -2.553 3.245 -1.786 0.359
H -2.848 2.252 -0.337 0.363
N -0.754 0.385 2.378 -0.557
C -0.780 0.461 3.559 0.605
N -0.876 0.659 4.816 -0.781
C -0.409 -0.182 5.712 0.508
N -0.019 -0.880 6.573 -0.612
```

* LUMO (alpha / beta): 2.54 / 2.56 eV
* E_tot: -52028.677 eV
* total charge: -1
* HOMO-LUMO gap (alpha / beta): 0.1593 / 0.1574 Eh

(4)
Computed, not measured: a molecular structure, C29H49BrClN6O5W, with ωB97M-V/def2-TZVPD.

XYZ file:
```
92
Properties=species:S:1:pos:R:3:mulliken_spin:R:1
W -0.370 0.184 0.533 0.920
C 2.553 0.214 1.943 -0.026
N 1.192 -0.160 2.405 0.029
C 1.158 -1.631 2.557 0.027
C 1.064 0.435 3.776 -0.016
C -0.311 0.836 4.297 0.006
N -0.882 2.032 3.691 0.006
C -2.110 2.363 4.410 0.003
C 0.028 3.171 3.783 0.004
H 3.290 -0.031 2.715 0.005
H 2.582 1.283 1.735 -0.005
H 2.808 -0.327 1.039 0.039
H 1.989 -1.972 3.184 0.002
H 1.246 -2.112 1.585 -0.008
H 0.227 -1.940 3.034 -0.003
H 1.692 1.322 3.811 -0.001
H 1.482 -0.281 4.489 -0.004
H -0.183 0.994 5.383 0.000
H -1.027 0.020 4.172 -0.003
H -1.906 2.652 5.452 0.001
H -2.783 1.505 4.423 -0.002
H -2.618 3.191 3.915 0.000
H 0.465 3.267 4.788 0.000
H -0.523 4.084 3.566 0.000
H 0.826 3.084 3.047 -0.001
C -1.556 -4.495 0.938 0.000
O -1.406 -4.131 -0.434 0.000
C -0.901 -2.929 -0.707 0.006
O -0.602 -2.145 0.214 0.015
N -0.727 -2.828 -2.029 -0.004
N -0.204 -1.722 -2.680 0.008
H -2.012 -5.480 0.925 0.000
H -2.208 -3.791 1.455 0.000
H -0.587 -4.537 1.434 0.000
H -1.116 -3.586 -2.571 0.001
H -0.891 -1.379 -3.340 0.004
H 0.633 -2.002 -3.183 -0.003
C -0.147 3.120 -1.781 -0.015
C 0.013 3.226 -0.244 0.032
C 1.416 3.767 0.081 -0.007
C -1.054 4.196 0.283 -0.005
N -0.144 1.918 0.319 -0.184
H 0.374 3.941 -2.272 -0.001
H -1.200 3.156 -2.042 0.003
H 0.253 2.170 -2.134 0.016
H 1.559 4.732 -0.402 0.000
H 2.181 3.075 -0.274 0.001
H 1.536 3.909 1.156 0.002
H -0.939 5.156 -0.219 -0.001
H -0.954 4.348 1.357 0.001
H -2.042 3.800 0.064 0.001
Cl -3.641 -1.067 -3.238 0.001
C -4.064 0.142 -2.007 -0.005
C -2.860 0.684 -1.227 0.008
O -2.818 1.880 -0.995 0.018
O -2.000 -0.191 -0.809 0.055
H -4.563 0.962 -2.511 0.000
H -4.745 -0.347 -1.312 0.001
C 3.685 -3.352 -5.738 -0.005
C 3.367 -2.453 -4.578 0.127
C 3.252 -2.948 -3.283 -0.078
C 2.894 -2.144 -2.216 0.126
C 2.882 -2.727 -0.828 0.020
C 2.587 -0.773 -2.439 -0.062
C 1.989 0.048 -1.446 0.647
O 1.254 -0.413 -0.440 -0.012
C 2.799 -0.239 -3.744 0.132
C 2.513 1.203 -4.065 0.040
C 3.173 -1.085 -4.770 -0.074
H 3.910 -4.363 -5.404 -0.001
H 4.540 -2.972 -6.299 0.008
H 2.838 -3.395 -6.426 0.012
H 3.466 -3.997 -3.106 0.001
H 3.398 -3.686 -0.815 0.003
H 1.861 -2.881 -0.471 0.007
H 3.387 -2.057 -0.131 0.003
H 2.031 1.128 -1.556 0.053
H 1.436 1.388 -4.110 -0.007
H 2.928 1.454 -5.039 0.002
H 2.938 1.884 -3.327 0.009
H 3.298 -0.679 -5.768 -0.001
Br -5.518 2.212 1.428 -0.001
C -4.351 0.747 1.666 -0.004
C -4.857 -0.531 1.865 0.024
C -3.918 -1.529 2.097 -0.011
C -2.577 -1.240 2.047 0.055
N -2.076 -0.014 1.746 -0.005
C -2.997 0.977 1.635 0.059
H -5.919 -0.726 1.871 0.000
H -4.242 -2.536 2.320 0.001
H -1.848 -2.006 2.263 0.002
H -2.597 1.971 1.510 0.005
```

* ⟨S²⟩: 2.050
* multiplicity: 3
* LUMO (alpha / beta): -3.18 / -3.44 eV
* E_tot: -134431.841 eV
* total charge: +1
* HOMO-LUMO gap (alpha / beta): 0.1821 / 0.2706 Eh

ΔE to the lowest compared entry with this formula, charge and spin, record by record: 117.6 10.9 24.7 15.3 kcal per mole